Run A
{"formula": "C2H6N4OS", "method": "ωB97M-V/def2-TZVPD", "lumo_energy_ev": 0.76, "smiles": "[H]/N=C(N)/C(=N/S)NO", "homo_lumo_gap_ev": 8.75, "symbols": ["C", "C", "H", "H", "H", "H", "H", "H", "N", "N", "N", "N", "O", "S"], "coordinates": [[-1.79789, -0.04986, 0.00885], [-0.23955, 0.16280, 0.03779], [-1.57075, -2.11983, 0.36587], [-3.13182, -1.53788, -0.30527], [-3.42312, 0.92077, -0.39805], [-0.45516, 2.12307, 0.23232], [2.19750, 1.50269, 0.62953], [2.35799, -2.19527, -0.11245], [-2.32462, -1.32650, 0.28764], [-2.39729, 1.00206, -0.30832], [0.27691, 1.37276, 0.40210], [0.43306, -0.93698, -0.20462], [1.50060, 1.62126, -0.15373], [2.02055, -0.82004, -0.04372]], "lowdin_charge": [-0.4315, -0.3936, 0.1322, 0.0913, 0.0670, 0.1544, 0.1342, -0.0984, 0.0878, 0.1116, -0.0569, -0.3854, -0.1802, 0.7676]}

Run B
{"formula": "C2H6N4OS", "method": "ωB97M-V/def2-TZVPD", "lumo_energy_ev": -0.21, "smiles": "[H]/N=C(/NN)NOC=S", "homo_lumo_gap_ev": 8.97, "symbols": ["C", "C", "H", "H", "H", "H", "H", "H", "N", "N", "N", "N", "O", "S"], "coordinates": [[-0.42990, 0.75752, -0.09815], [2.61017, -0.42547, -0.32793], [-1.93561, -1.98687, -0.26578], [-2.86258, -0.78028, 1.07987], [-2.32142, 1.00566, -0.48167], [0.80138, 2.19775, 0.15180], [0.14833, -0.84224, 1.10319], [2.09184, -1.34287, -1.08552], [-2.40481, -0.85650, -0.08824], [-1.69162, 0.24264, -0.53849], [-0.17336, 2.07477, -0.04046], [0.40031, -0.33175, 0.27393], [1.61463, 0.21501, 0.45582], [4.15263, 0.07263, -0.13838]], "lowdin_charge": [-0.3931, -0.6725, 0.1793, 0.1710, 0.0996, 0.0184, 0.1327, 0.1703, -0.1279, -0.1188, 0.1317, -0.0228, -0.2363, 0.6686]}

The structure with the least stability is run B.

Run A
{"formula": "H12O6", "method": "ωB97M-V/def2-TZVPD", "lumo_energy_ev": 0.20, "smiles": "O.O.O.O.O.O", "homo_lumo_gap_ev": 11.11, "symbols": ["O", "H", "H", "O", "H", "H", "O", "H", "H", "O", "H", "H", "O", "H", "H", "O", "H", "H"], "coordinates": [[-0.95269, 4.37956, 5.98449], [-0.33492, 5.09028, 6.15356], [-0.62162, 3.51163, 6.21356], [0.56023, -0.95396, 3.40149], [-0.04667, -1.27844, 2.73453], [1.40151, -0.72154, 3.00170], [0.32996, -0.41000, -3.02876], [1.18394, -0.43135, -2.57152], [-0.24149, -0.95964, -2.47085], [-0.61557, -1.90111, -0.76048], [-1.49373, -1.93172, -0.36598], [-0.33610, -2.82274, -0.84011], [1.27576, -2.76421, -4.34772], [0.66725, -2.09747, -3.97700], [0.74780, -3.56787, -4.47047], [-0.54407, 1.89034, -1.50647], [-1.17076, 2.57874, -1.25552], [0.19119, 2.38950, -1.89445]], "lowdin_charge": [-0.0571, 0.0278, 0.0293, -0.0564, 0.0211, 0.0327, -0.0699, 0.0587, 0.0050, -0.0431, 0.0555, 0.0578, -0.0843, -0.0102, 0.0307, -0.0689, 0.0323, 0.0391]}

Run B
{"formula": "H12O6", "method": "ωB97M-V/def2-TZVPD", "lumo_energy_ev": 0.22, "smiles": "O.O.O.O.O.O", "homo_lumo_gap_ev": 11.00, "symbols": ["H", "H", "H", "H", "H", "H", "H", "H", "H", "H", "H", "H", "O", "O", "O", "O", "O", "O"], "coordinates": [[-0.56515, -0.40551, 0.32172], [0.30199, -0.31551, -0.92327], [-0.14288, 1.51114, 2.50734], [0.12747, 0.13945, 1.91116], [-1.52954, 2.32092, -4.98320], [-1.82233, 1.84365, -3.57022], [-3.40779, 0.35007, 1.41513], [-4.62055, -0.30915, 0.77899], [2.36883, -1.47643, 2.96634], [3.00905, -1.37313, 4.34093], [2.95497, 0.01120, -2.26851], [3.78840, -1.25044, -2.11456], [-0.61372, -0.41880, -0.64080], [-0.03260, 1.05727, 1.66423], [-1.70204, 1.52281, -4.47110], [-3.69427, -0.46774, 0.99310], [2.51410, -1.97776, 3.77662], [3.06605, -0.76202, -1.70390]], "lowdin_charge": [-0.0117, 0.0222, 0.0504, 0.0326, 0.0293, 0.0329, 0.0282, 0.0334, 0.0249, 0.0347, 0.0355, 0.0356, -0.0553, -0.0521, -0.0633, -0.0583, -0.0589, -0.0600]}

Run C
{"formula": "H12O6", "method": "ωB97M-V/def2-TZVPD", "lumo_energy_ev": 0.26, "smiles": "O.O.O.O.O.O", "homo_lumo_gap_ev": 10.92, "symbols": ["O", "H", "H", "O", "H", "H", "O", "H", "H", "O", "H", "H", "O", "H", "H", "O", "H", "H"], "coordinates": [[2.49342, -0.88717, 2.21655], [1.97810, -1.65694, 2.25074], [3.02158, -0.82307, 3.03012], [-1.86925, 1.35616, 0.93824], [-1.25790, 0.84554, 0.40689], [-1.27109, 1.86782, 1.51164], [0.43130, -0.24815, -0.20510], [0.17014, -0.19854, -1.11932], [1.28655, 0.14058, -0.24591], [-2.80748, -2.08688, -1.40916], [-3.40927, -1.57627, -0.84935], [-2.38346, -1.38147, -1.89710], [-1.26294, -0.13485, -2.47008], [-1.08072, -0.02590, -3.38592], [-1.32106, 0.76709, -2.16664], [2.60345, 1.50188, 0.84840], [2.79540, 0.65066, 1.20938], [1.88322, 1.88952, 1.33660]], "lowdin_charge": [-0.0229, 0.0291, 0.0738, -0.0669, -0.0255, 0.0391, -0.0321, -0.0014, -0.0006, -0.0700, 0.0363, -0.0382, -0.0128, 0.0629, 0.0684, -0.0453, -0.0280, 0.0341]}

The structure with the least stability is run B.

Run A
{"formula": "H12O6", "method": "ωB97M-V/def2-TZVPD", "lumo_energy_ev": -0.22, "homo_lumo_gap_ev": 9.47, "symbols": ["O", "H", "H", "O", "H", "H", "O", "H", "H", "O", "H", "H", "O", "H", "H", "O", "H", "H"], "coordinates": [[1.33661, -1.68641, 1.37664], [1.33243, -1.35392, 0.47907], [1.67973, -0.96169, 1.89943], [-1.34361, -0.74116, -1.70530], [-1.64930, -1.61506, -1.46220], [-2.14489, -0.23189, -1.82708], [-0.32029, -0.31529, -3.36619], [0.54711, -0.49896, -3.00547], [-0.89582, -0.28195, -2.60207], [0.44881, 2.60928, 0.93347], [0.33853, 1.65859, 0.94912], [0.54593, 2.85479, 1.85354], [0.04778, 0.67793, 1.87451], [-0.64017, 0.70645, 2.53945], [0.78243, 0.24340, 2.30775], [0.29690, -0.53251, -0.22087], [0.21037, -0.04007, 0.59537], [-0.57254, -0.49155, -0.61917]], "lowdin_charge": [-0.0665, -0.0203, 0.0099, 0.1076, 0.1599, 0.1584, -0.0635, 0.0273, -0.2476, -0.0713, -0.0877, 0.0252, -0.0130, 0.1331, 0.0887, -0.0568, -0.0353, -0.0481]}

Run B
{"formula": "H12O6", "method": "ωB97M-V/def2-TZVPD", "lumo_energy_ev": 0.26, "smiles": "O.O.O.O.O.O", "homo_lumo_gap_ev": 10.45, "symbols": ["O", "H", "H", "O", "H", "H", "O", "H", "H", "O", "H", "H", "O", "H", "H", "O", "H", "H"], "coordinates": [[0.18522, 0.49472, 0.91694], [0.34722, 1.38272, 0.68494], [0.92022, -0.07828, 0.67594], [-1.91578, -1.07728, 0.18894], [-1.10178, -0.71828, -0.19106], [-2.51878, -1.09428, -0.54806], [2.00222, -1.25528, 0.06594], [1.70622, -1.98228, 0.64794], [2.95122, -1.30528, 0.23094], [-0.76078, -1.18428, 2.96594], [-0.69078, -0.56228, 2.21694], [-1.71378, -1.40928, 3.03194], [0.23322, -0.68128, -2.10106], [0.49922, 0.05072, -2.71406], [0.99322, -0.84328, -1.54306], [-0.16578, 3.08172, -1.52806], [-0.20778, 3.82372, -2.18706], [-0.76278, 3.35772, -0.81406]], "lowdin_charge": [-0.0403, 0.0300, -0.0041, -0.0668, -0.0122, 0.0291, -0.0352, 0.1023, 0.0839, -0.1032, -0.0241, 0.0426, -0.0667, 0.0676, -0.0187, -0.0822, 0.0601, 0.0381]}

The structure with the least stability is run A.

Run A
{"formula": "C5H10O", "method": "ωB97M-V/def2-TZVPD", "lumo_energy_ev": 0.93, "smiles": "CC[C@H]1C[C@H]1O", "homo_lumo_gap_ev": 10.19, "symbols": ["C", "C", "C", "C", "C", "O", "H", "H", "H", "H", "H", "H", "H", "H", "H", "H"], "coordinates": [[-1.59962, 0.50274, -0.06892], [-1.06040, -0.90446, 0.18851], [0.37524, -0.68750, 0.63916], [1.53003, -0.79482, -0.31346], [1.13753, 0.56891, 0.12854], [0.82002, 1.45197, -0.97345], [-1.63710, 1.02708, 0.89639], [-2.56159, 0.53926, -0.56993], [-0.88016, 1.04000, -0.70466], [-1.65102, -1.44212, 0.94605], [-1.09502, -1.53056, -0.71012], [0.60233, -1.00265, 1.66659], [2.49135, -1.18751, -0.00783], [1.23951, -1.03090, -1.33652], [1.68731, 1.09814, 0.89621], [0.60159, 2.35241, -0.67656]], "lowdin_charge": [-0.1113, -0.2135, -0.2292, -0.0793, -0.2946, -0.0760, 0.0873, 0.0669, 0.0433, 0.1039, 0.1061, 0.1364, 0.1008, 0.1198, 0.1351, 0.1042]}

Run B
{"formula": "C5H10O", "method": "ωB97M-V/def2-TZVPD", "lumo_energy_ev": 1.17, "smiles": "CC(C)[C@H]1CO1", "homo_lumo_gap_ev": 11.34, "symbols": ["C", "C", "C", "C", "C", "O", "H", "H", "H", "H", "H", "H", "H", "H", "H", "H"], "coordinates": [[-0.48290, 1.30768, -1.22623], [-0.41720, 0.26408, -0.11054], [-1.47485, -0.82360, -0.30064], [0.98790, -0.32261, -0.03192], [1.69558, -0.43371, 1.24602], [1.13979, -1.57681, 0.61928], [0.31906, 2.04969, -1.13610], [-1.43890, 1.84084, -1.21138], [-0.38741, 0.82262, -2.20630], [-0.61887, 0.76336, 0.84760], [-2.47872, -0.40091, -0.17814], [-1.33699, -1.62594, 0.42998], [-1.41100, -1.26405, -1.30308], [1.58897, -0.23116, -0.94079], [2.78357, -0.40309, 1.29465], [1.17553, -0.11391, 2.15001]], "lowdin_charge": [-0.0818, -0.3910, -0.0670, -0.2867, -0.1149, -0.0452, 0.0797, 0.0784, 0.0823, 0.1340, 0.0799, 0.0766, 0.0850, 0.1469, 0.1090, 0.1148]}

The structure with the least stability is run A.

Run A
{"formula": "C5H10O", "method": "ωB97M-V/def2-TZVPD", "lumo_energy_ev": 0.84, "homo_lumo_gap_ev": 9.24, "symbols": ["C", "C", "C", "C", "C", "O", "H", "H", "H", "H", "H", "H", "H", "H", "H", "H"], "coordinates": [[1.38352, -0.43982, 1.24798], [0.94559, -0.28264, -0.19852], [-0.54740, -1.35543, -0.64748], [-0.69583, 0.03542, -0.51072], [-1.35473, 0.65407, 0.70573], [-0.84821, 0.82834, -1.65507], [2.47175, -0.56059, 1.29555], [1.12253, 0.42864, 1.86065], [0.91920, -1.33050, 1.67828], [1.30462, 0.64967, -0.65122], [-0.39394, -1.55622, -1.72303], [1.39917, -1.06311, -0.82244], [-2.43465, 0.68354, 0.52829], [-1.00712, 1.68163, 0.88076], [-1.17493, 0.05876, 1.60076], [-0.97070, 1.74986, -1.38986]], "lowdin_charge": [-0.1060, -0.2132, 0.0915, -0.6246, -0.0326, -0.0039, 0.0766, 0.0699, 0.0811, 0.1334, 0.0506, 0.1145, 0.0941, 0.0901, 0.0822, 0.0963]}

Run B
{"formula": "C5H10O", "method": "ωB97M-V/def2-TZVPD", "lumo_energy_ev": 0.96, "smiles": "CCC(=O)CC", "homo_lumo_gap_ev": 10.45, "symbols": ["O", "C", "C", "C", "C", "C", "H", "H", "H", "H", "H", "H", "H", "H", "H", "H"], "coordinates": [[-0.66138, 1.51509, 1.12291], [-0.28033, 0.72766, 0.27199], [-1.12185, -0.75349, -1.71650], [1.65359, 0.12329, 1.80972], [-1.32831, 0.50321, -0.80789], [0.92152, -0.23387, 0.49328], [-0.09906, -0.95493, -2.01944], [-1.61366, -1.54433, -1.11813], [-1.71424, -0.66702, -2.67541], [2.65673, -0.21831, 1.74248], [1.09750, -0.16470, 2.65248], [1.77759, 1.22923, 1.80393], [-1.31617, 1.35925, -1.40569], [-2.25488, 0.57672, -0.30008], [1.64626, -0.20135, -0.32035], [0.63669, -1.29644, 0.46670]], "lowdin_charge": [0.0610, -0.3670, -0.0931, -0.0937, -0.1711, -0.1677, 0.0596, 0.0760, 0.0815, 0.0553, 0.0581, 0.0868, 0.0890, 0.1037, 0.1062, 0.1154]}

Run C
{"formula": "C5H10O", "method": "ωB97M-V/def2-TZVPD", "lumo_energy_ev": 0.98, "smiles": "C=C(C)OCC", "homo_lumo_gap_ev": 10.20, "symbols": ["C", "C", "C", "C", "C", "H", "H", "H", "H", "H", "H", "H", "H", "H", "H", "O"], "coordinates": [[1.95570, -0.27995, -0.77056], [1.36538, 0.20520, 0.46842], [-0.93120, -0.11481, 0.02583], [-1.19626, 1.37784, -0.27489], [-1.73655, -1.12038, -0.23453], [2.39916, -1.31234, -0.60682], [2.83426, 0.41421, -0.95225], [1.38253, -0.26126, -1.64636], [2.15483, 0.04562, 1.26685], [1.35962, 1.28712, 0.46539], [-1.30110, 1.63453, 0.93098], [-0.32928, 1.77419, -0.73289], [-2.14508, 1.57493, -0.83791], [-1.69412, -2.16080, -0.03605], [-2.60419, -0.94592, -0.75576], [0.15013, -0.30721, 0.95241]], "lowdin_charge": [-0.0956, -0.3474, -0.3961, -0.0194, 0.0692, 0.1038, 0.1061, 0.0521, 0.1415, 0.0980, 0.1599, 0.0378, 0.0901, 0.0600, 0.0313, -0.0913]}

The structure with the least stability is run A.